{
  "formula": "C44H104N6O6",
  "method": "wB97M-V/def2-TZVPD",
  "species": ["C", "C", "C", "C", "C", "C", "N", "O", "C", "C", "C", "H", "H", "H", "H", "H", "H", "H", "H", "H", "H", "H", "H", "H", "H", "H", "H", "H", "H", "C", "C", "C", "C", "C", "C", "N", "O", "C", "C", "C", "H", "H", "H", "H", "H", "H", "H", "H", "H", "H", "H", "H", "H", "H", "H", "H", "H", "H", "C", "C", "N", "C", "C", "C", "C", "C", "O", "C", "H", "H", "H", "H", "H", "H", "H", "H", "H", "H", "H", "H", "H", "H", "H", "H", "H", "H", "H", "H", "C", "C", "N", "C", "C", "C", "C", "C", "O", "C", "H", "H", "H", "H", "H", "H", "H", "H", "H", "H", "H", "H", "H", "H", "H", "H", "H", "H", "H", "H", "C", "N", "C", "C", "C", "C", "O", "H", "H", "H", "H", "H", "H", "H", "H", "H", "H", "H", "H", "H", "H", "C", "N", "C", "C", "C", "C", "O", "H", "H", "H", "H", "H", "H", "H", "H", "H", "H", "H", "H", "H", "H"],
  "positions_angstrom": [[1.308, 7.319, -1.309], [1.209, 8.023, 0.112], [-0.286, 7.963, 0.524], [-0.535, 8.037, 2.034], [0.297, 6.969, 2.804], [1.862, 7.086, 2.614], [2.098, 7.235, 1.071], [3.195, 6.534, 0.533], [2.506, 5.719, 3.022], [2.447, 8.336, 3.355], [1.727, 9.508, 0.044], [0.930, 6.298, -1.251], [2.277, 7.329, -1.808], [0.744, 7.758, -2.132], [-0.767, 7.027, 0.241], [-0.787, 8.756, -0.032], [-1.562, 7.918, 2.378], [-0.276, 9.019, 2.431], [-0.019, 6.064, 2.285], [-0.075, 6.790, 3.813], [3.582, 5.722, 2.848], [2.113, 4.908, 2.409], [2.320, 5.397, 4.046], [2.384, 8.344, 4.443], [2.050, 9.272, 2.961], [3.488, 8.459, 3.057], [1.200, 10.081, -0.720], [2.789, 9.655, -0.149], [1.388, 10.010, 0.951], [-7.204, -4.528, -1.557], [-5.777, -5.036, -1.445], [-5.017, -4.101, -0.403], [-3.822, -4.767, 0.166], [-4.171, -6.096, 0.824], [-4.830, -7.171, -0.138], [-5.906, -6.502, -0.960], [-6.983, -7.323, -1.417], [-5.532, -8.314, 0.695], [-3.737, -7.803, -1.121], [-5.059, -5.040, -2.782], [-7.317, -3.555, -2.035], [-7.560, -4.486, -0.528], [-7.836, -5.162, -2.178], [-5.705, -3.734, 0.359], [-4.797, -3.148, -0.883], [-3.449, -4.162, 0.992], [-2.973, -4.899, -0.505], [-4.882, -5.785, 1.590], [-3.266, -6.399, 1.350], [-5.873, -9.100, 0.021], [-6.281, -7.903, 1.372], [-4.782, -8.799, 1.320], [-4.170, -8.240, -2.020], [-3.235, -8.647, -0.647], [-2.936, -7.103, -1.357], [-5.567, -5.662, -3.518], [-4.051, -5.446, -2.705], [-4.964, -4.074, -3.278], [-1.503, -2.214, -1.250], [-0.738, -1.463, -2.400], [-1.429, -0.101, -2.978], [-0.533, 0.387, -4.134], [-2.811, -0.455, -3.565], [-2.715, -1.425, -4.819], [-1.518, 1.055, -1.963], [-2.235, 2.307, -2.381], [-1.673, 2.952, -3.587], [-0.598, 3.885, -3.339], [-2.428, -2.628, -1.653], [-1.781, -1.581, -0.407], [-0.959, -3.026, -0.769], [-0.560, -2.036, -3.311], [0.182, -0.989, -2.058], [-0.234, -0.458, -4.755], [0.257, 1.094, -3.882], [-1.325, 0.913, -4.666], [-3.391, 0.406, -3.899], [-3.341, -0.934, -2.742], [-3.742, -1.590, -5.145], [-2.303, -2.409, -4.596], [-2.274, -1.034, -5.736], [-0.501, 1.231, -1.612], [-2.186, 0.678, -1.189], [-2.154, 3.013, -1.554], [-3.309, 2.162, -2.495], [-0.241, 4.375, -4.245], [0.325, 3.427, -2.983], [-0.820, 4.707, -2.659], [0.719, 2.768, 5.117], [1.197, 2.295, 3.732], [0.883, 0.780, 3.343], [-0.644, 0.730, 3.047], [1.723, 0.534, 2.057], [1.132, -0.682, 1.327], [1.050, -0.229, 4.517], [2.533, -0.381, 4.931], [3.268, -1.301, 4.016], [2.971, -2.695, 4.052], [0.695, 1.996, 5.886], [-0.285, 3.181, 5.218], [1.441, 3.448, 5.569], [2.287, 2.270, 3.750], [0.880, 2.925, 2.901], [-1.223, 1.073, 3.905], [-0.994, -0.288, 2.876], [-0.869, 1.212, 2.096], [2.734, 0.396, 2.438], [1.873, 1.404, 1.417], [0.166, -0.518, 0.848], [1.126, -1.525, 2.017], [1.677, -0.985, 0.432], [0.584, -1.164, 4.204], [0.379, 0.018, 5.339], [2.600, -0.757, 5.952], [2.992, 0.600, 5.058], [3.509, -3.237, 3.275], [1.910, -2.860, 3.865], [3.231, -3.058, 5.047], [2.574, -5.905, 2.194], [1.774, -6.410, 1.006], [2.658, -7.438, 0.328], [0.496, -7.037, 1.530], [1.535, -5.103, 0.183], [0.548, -5.279, -1.011], [0.594, -6.399, -1.871], [3.055, -6.679, 2.792], [1.928, -5.326, 2.855], [3.402, -5.273, 1.873], [3.545, -6.967, -0.097], [2.010, -7.919, -0.405], [2.896, -8.210, 1.060], [0.021, -7.479, 0.654], [-0.208, -6.395, 2.059], [0.777, -7.909, 2.120], [2.403, -4.519, -0.122], [1.221, -4.378, 0.934], [0.505, -4.314, -1.516], [-0.465, -5.288, -0.608], [0.024, -6.252, -2.629], [3.266, 4.516, -2.668], [4.493, 3.636, -2.357], [5.060, 3.147, -3.678], [5.438, 4.441, -1.485], [4.051, 2.387, -1.419], [2.818, 1.627, -1.831], [2.947, 1.100, -3.128], [2.538, 4.034, -3.321], [3.556, 5.474, -3.099], [2.628, 4.730, -1.810], [4.318, 2.611, -4.269], [5.940, 2.541, -3.461], [5.445, 3.996, -4.244], [4.963, 5.000, -0.679], [6.020, 5.045, -2.181], [6.242, 3.804, -1.116], [3.865, 2.788, -0.423], [4.915, 1.727, -1.340], [1.837, 2.099, -1.767], [2.620, 0.871, -1.071], [2.811, 0.155, -3.228]],
  "forces_ev_per_angstrom": [[0.5, 0.1, 0.0], [0.2, -0.6, -2.3], [-0.3, -0.3, 1.3], [1.1, 0.8, 1.4], [-0.5, 0.1, -2.2], [-0.8, -0.9, 1.0], [5.8, -3.7, -2.5], [-7.3, 4.7, 3.5], [0.4, 0.5, -0.6], [0.8, 0.4, -1.6], [-0.5, 0.1, 0.7], [0.2, -0.1, 0.2], [0.4, -0.1, 0.8], [-0.7, 0.7, 0.8], [0.4, -0.2, -0.6], [0.0, 0.1, 0.1], [-0.2, -0.1, -0.7], [0.1, 0.2, -0.1], [0.3, -0.6, 0.0], [0.8, 0.6, 0.3], [0.0, 0.1, 0.2], [-0.2, 0.1, -0.3], [-0.1, 0.7, 0.1], [-0.3, -0.5, -0.2], [-0.6, -0.1, 0.2], [0.3, -0.4, 0.3], [-0.2, -0.6, -0.4], [0.0, -0.4, 0.3], [0.5, 0.0, 0.2], [-0.3, 0.0, -0.1], [-0.6, -0.2, 0.3], [-1.2, -0.6, -1.4], [0.8, -0.3, 0.9], [-0.9, 0.1, -0.7], [0.1, -0.6, -0.2], [-2.5, -1.6, -0.7], [4.5, 3.6, 1.6], [1.3, 0.6, -0.5], [-0.6, 0.0, 1.1], [0.4, -0.4, -0.7], [0.5, 0.3, 0.2], [-0.6, 0.0, -0.2], [0.1, -0.3, 0.4], [-0.1, -0.7, 0.4], [0.3, 0.0, -0.6], [0.3, 0.3, 0.1], [-0.1, 0.1, -0.6], [-0.3, -0.6, 0.2], [-0.1, -0.8, -0.1], [-0.5, 0.3, 0.1], [-0.3, -0.1, -0.4], [0.2, 0.1, 0.1], [-0.2, 0.4, 0.0], [-0.1, 0.0, 0.4], [-0.1, 0.3, -0.3], [-0.2, -0.2, 0.2], [0.2, -0.1, 0.1], [-0.2, 0.4, 0.4], [-0.2, 0.8, -1.0], [-0.8, 1.9, 0.9], [0.6, -0.5, -0.4], [-2.1, -0.2, -0.3], [0.6, -1.4, -1.1], [-0.7, 0.4, 0.8], [-0.6, -1.6, -0.1], [1.0, 1.6, -1.6], [0.1, 0.2, 1.4], [0.0, -0.2, -0.2], [0.0, -0.2, 0.1], [0.0, 0.4, -0.2], [0.3, 0.0, -0.6], [-0.1, -0.1, 0.3], [0.3, -0.5, 0.1], [0.3, 0.1, 0.3], [0.0, -0.4, 0.4], [0.9, 0.4, -0.7], [0.5, 0.4, 0.3], [-0.1, 0.0, -0.2], [-0.2, -0.1, 0.3], [0.0, 0.1, 0.1], [0.4, 0.3, 0.4], [0.0, 0.0, 0.1], [0.4, -0.2, 0.5], [0.1, 0.0, 0.2], [0.1, -0.1, -0.5], [-0.8, -0.3, -0.5], [0.0, -0.7, 0.4], [-0.6, -0.2, 0.2], [-0.2, -0.5, 0.4], [0.5, -1.3, 1.1], [-2.4, 1.8, -0.2], [0.6, -0.6, -0.4], [-0.2, -1.3, 0.8], [0.6, 0.1, -0.4], [1.2, 0.0, -0.6], [-0.5, -2.1, -0.4], [-0.3, 2.1, 0.0], [-0.5, 0.7, 1.0], [0.2, -0.4, -0.3], [0.1, 0.3, -0.6], [0.0, 0.3, -0.4], [0.0, 0.3, -0.1], [-0.2, -0.3, 0.1], [0.3, 0.5, -0.2], [0.5, -0.2, 0.2], [0.1, 0.6, 0.4], [0.0, -0.7, 0.0], [-1.1, 0.4, 0.3], [-0.4, 0.2, 0.7], [-0.2, -0.1, -0.2], [0.8, 0.1, 0.3], [0.5, -0.1, -0.5], [0.3, 0.8, -0.1], [-0.3, -0.4, 0.1], [0.5, -0.1, -0.9], [0.4, 0.5, 0.1], [-0.3, -0.2, 0.1], [0.0, -0.4, -0.1], [0.2, 0.3, 0.5], [1.5, 1.9, 1.2], [-1.3, -0.4, -0.3], [0.2, -1.1, -1.3], [-0.6, -1.2, -0.7], [-2.0, 0.6, 0.8], [1.6, 0.2, 0.8], [-0.5, -0.4, -0.3], [-0.1, -0.1, -0.1], [-0.2, 0.0, -0.4], [-0.2, 0.0, 0.1], [0.4, 0.1, -0.4], [0.2, 0.3, 0.1], [-0.3, 0.2, 0.0], [0.6, 0.3, -0.1], [0.1, 0.3, 0.3], [1.0, -1.4, -0.3], [-1.3, -0.2, -0.1], [0.8, 0.1, -0.5], [-0.2, -0.1, 0.7], [-0.1, 0.0, -0.1], [-0.3, -0.3, 0.2], [-2.5, -0.8, 1.5], [0.9, 0.4, 0.3], [1.4, -0.4, -1.5], [0.0, 1.4, -0.7], [-0.6, -1.0, -0.3], [0.1, 0.2, -0.4], [0.7, -0.4, -0.5], [0.4, -0.3, -0.1], [0.7, -0.1, 0.7], [0.1, 0.1, 0.4], [-0.2, -0.3, 0.0], [-0.3, 0.2, 0.1], [-0.2, -0.2, -0.4], [-0.4, 0.7, 0.1], [-0.4, -0.4, 0.4], [0.1, 0.4, -0.1], [0.0, 0.1, -0.4], [0.2, 1.3, -0.2], [0.7, -0.6, 0.2], [0.1, -0.1, 0.3]],
  "charge": 5,
  "lumo_energy_ha": [-0.523, -0.523],
  "multiplicity": 2,
  "homo_lumo_gap_ev": [1.30, 2.34],
  "s2": 0.76
}